# 1
ORCA calculation (ωB97M-V with the def2-TZVPD basis set) on a 2-piece molecular cluster, C4H5N3S overall.

```
13
Properties=species:S:1:pos:R:3:lowdin_charge:R:1
C 1.73943 -1.89888 -0.15512 -0.242
C 1.75956 -0.54735 -0.30909 -0.032
C 1.84371 1.84758 -0.53552 -0.025
C -1.68552 0.18041 0.52419 -0.776
N 1.55070 -3.03298 0.03653 0.137
N 1.97364 0.62650 -0.38730 -0.018
N -2.30518 -0.99120 0.27416 -0.029
S -2.47348 1.62497 0.16814 0.505
H 2.14224 2.32425 -1.46209 0.079
H 1.42363 2.51825 0.26528 0.104
H -0.64360 0.16585 0.83915 0.033
H -1.95232 -1.93093 0.66108 0.136
H -3.37282 -0.88647 0.08057 0.128
```

Computed properties:
- HOMO-LUMO gap (eV) = 7.698
- energy above the lowest of the compared OMol25 structures with the same formula, charge and spin (kJ/mol) = 431.2
- HOMO (Ha) = -0.3060
- multiplicity = 1

=====

# 2
ORCA calculation (ωB97M-V with the def2-TZVPD basis set) on C4H5Cl2NOS as an isolated structure.

```
14
Properties=species:S:1:pos:R:3:lowdin_charge:R:1
C 0.60032 0.36945 -0.58136 -0.199
C -0.75589 0.16250 -0.34082 -0.166
C 1.80639 -0.50262 -0.08918 -1.437
C -1.46144 -0.93475 1.50506 -0.069
N -1.50484 -0.85720 0.25571 -0.043
O 2.99719 1.60414 0.78226 -0.473
S 2.77341 0.08657 1.27796 0.821
Cl 2.75387 -0.60205 -1.65741 0.555
Cl 1.26240 -2.07922 0.50330 0.623
H 0.98244 1.21625 -1.06899 0.056
H -1.47957 0.65549 -1.00326 0.114
H -2.17498 -1.69658 1.85540 0.088
H 3.73944 1.80416 0.19077 0.062
H -0.91518 -0.26792 2.10154 0.070
```

Computed properties:
- HOMO-LUMO gap (eV) = 9.361
- energy above the lowest of the compared OMol25 structures with the same formula, charge and spin (kJ/mol) = 87.7
- HOMO (Ha) = -0.3317
- multiplicity = 1

=====

# 3
ORCA calculation (ωB97M-V with the def2-TZVPD basis set) on C2H6OS3 in the gas phase.

```
12
Properties=species:S:1:pos:R:3:lowdin_charge:R:1
O -1.43248 -0.35012 -0.44710 -0.179
C 0.00385 -0.13709 -0.65752 -1.185
S 0.33512 0.93480 -2.03920 0.750
S 0.82597 -1.80747 -0.99854 0.704
C 0.63021 0.53858 0.62116 -0.532
S -0.41059 0.29199 2.17852 0.710
H -1.58591 -0.89352 0.28792 0.003
H -0.57344 0.36623 -2.93013 -0.073
H 1.18409 -1.90084 0.30794 -0.136
H 0.86977 1.57682 0.52543 0.050
H 1.45979 0.07440 1.09615 0.013
H -1.30636 1.30622 2.05538 -0.125
```

Computed properties:
- HOMO-LUMO gap (eV) = 9.717
- energy above the lowest of the compared OMol25 structures with the same formula, charge and spin (kJ/mol) = 3.4
- HOMO (Ha) = -0.3364
- multiplicity = 1

=====

# 4
ORCA calculation (ωB97M-V with the def2-TZVPD basis set) on a 3-piece molecular cluster, C18H25BrNO9S2 overall.

```
56
Properties=species:S:1:pos:R:3:lowdin_charge:R:1
C -2.64015 4.85733 0.66187 -0.183
C -1.31353 4.95000 1.67551 -0.726
Br -0.41962 6.72121 1.41478 0.618
C -1.90283 4.69554 3.19556 -0.300
S -0.73369 5.20996 4.57437 0.635
O -0.95152 6.76424 4.75044 -0.471
O 0.77893 5.08130 4.14156 -0.466
N -1.07762 4.50592 6.13302 -0.340
S -1.09489 2.76300 6.10036 0.679
O -2.35485 2.14165 5.40903 -0.444
O -1.19896 2.30542 7.60825 -0.449
C 0.51583 1.98193 5.47226 -0.243
O 0.38331 0.51977 5.34289 -0.160
C 0.41803 0.07798 3.93964 -0.119
C -0.38202 0.86454 2.71568 0.011
C -0.37886 0.41686 1.13867 -0.063
C 0.42985 -0.93847 0.69542 -0.078
C 1.24024 -1.76670 1.86627 -0.065
C 1.25640 -1.28690 3.45927 0.005
H -3.35185 5.73729 1.02169 0.085
H -2.35466 4.95363 -0.47039 0.075
H -3.22151 3.83175 0.84626 0.089
H -0.59506 4.04306 1.42573 0.103
H -2.87905 5.37376 3.30251 0.129
H -2.25905 3.58226 3.23701 0.085
H 1.30546 2.17044 6.34788 0.148
H 0.95935 2.50786 4.52614 0.113
H -0.96378 1.84020 3.03676 0.065
H -0.96011 1.07734 0.34246 0.084
H 0.41452 -1.26737 -0.42854 0.068
H 1.81474 -2.74401 1.51217 0.066
H 1.87113 -1.95212 4.20860 0.083
O 2.98532 -1.54838 -2.96634 0.102
C 2.60907 -2.60612 -2.48906 -0.461
O 2.08949 -2.74275 -1.23385 -0.016
C 1.86068 -4.12611 -0.96976 -0.182
C 1.75780 -4.77784 -2.32386 -0.158
C 2.68918 -3.94161 -3.16450 -0.085
H 2.70124 -4.51373 -0.38463 0.130
H 0.94082 -4.24351 -0.38951 0.128
H 2.01502 -5.84030 -2.31092 0.123
H 0.73371 -4.68218 -2.70479 0.122
H 3.71915 -4.30574 -3.11546 0.141
H 2.34854 -3.88049 -4.20066 0.094
O 1.25612 -4.54321 -6.13308 0.093
C 0.34033 -3.73889 -6.18394 -0.452
O -0.88459 -4.00035 -6.72745 0.030
C -1.66653 -2.80696 -6.71564 -0.172
C -1.05495 -1.94128 -5.64536 -0.162
C 0.40338 -2.31904 -5.70831 -0.076
H -1.61205 -2.34381 -7.70644 0.129
H -2.70974 -3.05182 -6.49569 0.129
H -1.23758 -0.87430 -5.79815 0.124
H -1.46391 -2.21776 -4.66591 0.125
H 0.94764 -1.71968 -6.44341 0.145
H 0.87770 -2.25281 -4.72645 0.112
```

Computed properties:
- HOMO-LUMO gap (eV) = 7.766
- energy above the lowest of the compared OMol25 structures with the same formula, charge and spin (kJ/mol) = 1245.3
- total charge = -1
- HOMO (Ha) = -0.2234
- multiplicity = 1

=====

# 5
ORCA calculation (ωB97M-V with the def2-TZVPD basis set) on an isolated ion of composition C3H2N3OS2 and charge +1.

```
11
Properties=species:S:1:pos:R:3:lowdin_charge:R:1
C -0.37776 -1.22787 0.34259 -0.309
C 0.28177 -0.23669 -0.09020 -0.206
C -2.88234 -0.17398 -0.85715 -0.854
N -4.50244 0.84325 -2.23493 -0.277
N -3.34523 1.07887 -2.58871 -0.096
N -2.41968 0.62513 -1.81559 -0.014
O 0.82178 0.63954 -0.74928 0.155
S -4.61276 -0.15698 -0.91121 1.058
S -2.19055 -1.18450 0.43383 1.116
H -0.15917 -2.27653 0.57134 0.091
H 1.14372 1.65450 -0.30635 0.336
```

Computed properties:
- HOMO-LUMO gap (spin up / spin down) (eV) = 7.798 / 6.180
- energy above the lowest of the compared OMol25 structures with the same formula, charge and spin (kJ/mol) = 493.2
- total charge = +1
- HOMO (spin up / spin down) (Ha) = -0.4539 / -0.5374
- multiplicity = 3

=====

# 6
ORCA calculation (ωB97M-V with the def2-TZVPD basis set) on C20H29N3O3S in the gas phase.

```
56
Properties=species:S:1:pos:R:3:lowdin_charge:R:1
C -5.14719 -0.80135 -4.37829 -0.118
C -4.07104 -0.12267 -3.53615 -0.291
C -2.72420 -0.84155 -3.57843 -0.594
C -1.58154 0.03298 -3.04387 -0.120
C -1.82244 0.60423 -1.65238 -0.444
O -2.52160 1.60522 -1.56002 0.045
N -1.22358 0.04871 -0.56666 -0.028
C -0.49820 -1.20859 -0.56103 -0.021
C -1.43232 0.66777 0.72816 -0.193
C -0.12778 1.15671 1.37760 -0.061
N 0.27077 0.07201 2.28032 -0.032
C 1.51094 -0.19065 2.75705 -0.462
O 1.72126 -1.18130 3.45053 0.050
C 2.58660 0.75991 2.41600 0.027
C 3.84898 0.52690 2.76808 0.014
C 4.96748 1.39528 2.48859 -0.270
C 6.28931 1.31775 2.80192 0.038
C 6.85682 2.47621 2.24017 -0.350
C 8.28064 2.92880 2.26556 -0.026
N 5.95318 3.20031 1.63188 0.121
O 4.76008 2.52413 1.78473 0.002
C -0.83490 -0.82569 2.60742 -0.062
C -1.98897 -0.27456 1.78009 -0.362
C -3.31016 0.03558 2.43514 -0.063
C -3.19588 -1.12427 1.49415 -0.067
S -2.85071 -2.46489 -2.77191 0.866
C -1.49860 -3.32256 -3.60502 -0.396
H -6.07712 -0.23395 -4.33994 0.072
H -4.84401 -0.87390 -5.42521 0.075
H -5.35778 -1.80918 -4.02037 0.052
H -3.92992 0.90296 -3.88049 0.117
H -4.41318 -0.03957 -2.50074 0.107
H -2.49666 -1.04359 -4.63060 0.109
H -0.61870 -0.47692 -3.11837 0.098
H -1.49609 0.90468 -3.69421 0.129
H -0.36065 -1.61743 -1.55294 0.051
H 0.48932 -1.07661 -0.11074 0.102
H -1.04254 -1.95602 0.01848 0.090
H -2.09484 1.51744 0.60873 0.146
H 0.61373 1.38776 0.61648 0.128
H -0.34318 2.05586 1.96110 0.136
H 2.33926 1.66817 1.88140 0.108
H 4.09946 -0.37605 3.31331 0.131
H 6.78540 0.54103 3.35883 0.121
H 8.90884 2.23072 2.81588 0.076
H 8.68124 3.01478 1.25626 0.081
H 8.37163 3.90526 2.73950 0.082
H -0.57649 -1.83731 2.28895 0.126
H -1.05434 -0.82110 3.67424 0.136
H -3.41633 -0.15752 3.49507 0.104
H -3.85685 0.91297 2.11275 0.108
H -3.64626 -1.04963 0.51179 0.104
H -3.22058 -2.13150 1.89100 0.111
H -1.43303 -4.33421 -3.21162 0.034
H -1.68368 -3.37866 -4.67751 0.039
H -0.54358 -2.82289 -3.43469 0.024
```

Computed properties:
- HOMO-LUMO gap (eV) = 8.663
- energy above the lowest of the compared OMol25 structures with the same formula, charge and spin (kJ/mol) = 263.0
- HOMO (Ha) = -0.3240
- multiplicity = 1

=====

# 7
ORCA calculation (ωB97M-V with the def2-TZVPD basis set) on a 12-piece molecular cluster, H24O12 overall.

```
36
Properties=species:S:1:pos:R:3:lowdin_charge:R:1
O -1.34584 0.06766 -1.74483 -0.157
H -1.11792 0.38319 -2.67213 0.061
H -2.17523 0.60668 -1.30504 0.082
O 3.07468 3.09771 0.52693 -0.057
H 2.42247 2.70251 -0.09497 0.005
H 2.63895 3.12890 1.37762 0.028
O 0.66487 2.70172 -1.25448 -0.023
H -0.10617 2.28369 -1.81785 0.113
H 0.87786 3.48879 -1.00965 -0.079
O 2.28804 -1.77107 3.69789 -0.056
H 1.68933 -2.06861 3.04349 -0.002
H 3.14521 -1.34782 3.51044 0.058
O -2.06066 1.47932 1.22488 -0.026
H -2.04288 0.67249 1.78177 0.056
H -1.33443 2.03699 1.34501 0.015
O 1.62249 -1.41007 -2.49738 -0.075
H 1.22127 -2.22105 -2.94464 0.108
H 1.14821 -0.64542 -2.84608 0.047
O -1.30811 -2.92889 -1.27850 -0.066
H -0.41848 -2.87722 -1.09559 -0.051
H -1.53505 -1.93025 -1.38092 0.050
O -3.73968 1.21483 -0.68002 -0.023
H -4.41180 1.50592 -1.28275 0.060
H -3.46744 1.94635 -0.18829 0.001
O -0.57801 -0.03788 3.39621 0.001
H -0.03425 0.41741 2.87539 -0.056
H -0.18797 -0.65836 4.03124 0.058
O 4.00544 -0.34189 -2.63977 -0.083
H 3.64953 -0.76020 -1.86838 -0.011
H 3.34909 -0.64904 -3.32585 0.039
O -3.82375 -1.94949 1.81130 -0.056
H -3.75743 -2.88436 1.46714 0.071
H -3.29129 -1.48271 1.20518 -0.020
O 1.65104 -0.61225 0.64042 -0.064
H 1.44652 -1.29238 0.03288 -0.023
H 1.84140 0.13479 -0.04065 0.079
```

Computed properties:
- HOMO-LUMO gap (eV) = 10.647
- energy above the lowest of the compared OMol25 structures with the same formula, charge and spin (kJ/mol) = 425.2
- HOMO (Ha) = -0.4090
- multiplicity = 1

=====

# 8
ORCA calculation (ωB97M-V with the def2-TZVPD basis set) on C49H49F3N3O2SbV as an isolated structure.

```
108
Properties=species:S:1:pos:R:3:lowdin_charge:R:1
V 0.98326 0.34669 -0.48501 0.889
C 1.04734 -2.74520 3.57414 -0.034
C 1.00106 -1.27142 3.15773 -0.378
C 0.24773 -0.44300 4.19600 -0.071
C 2.40495 -0.76733 2.89672 -0.138
C 3.20941 -0.37955 3.96291 -0.037
C 4.52465 0.00225 3.76583 -0.070
C 5.05343 0.00939 2.48695 -0.034
C 4.28113 -0.35484 1.39096 -0.136
C 4.88514 -0.35457 0.00093 -0.375
C 5.74890 0.87587 -0.27266 -0.075
C 5.68025 -1.64299 -0.22803 -0.047
C 2.95200 -0.75130 1.60578 -0.168
N 2.14355 -1.03834 0.46711 -0.051
C 2.11339 -2.30641 -0.00953 -0.469
O 2.60920 -3.31243 0.47246 0.063
C 1.40491 -2.37678 -1.35692 -0.154
C 1.36729 -3.46882 -2.20439 0.027
C 0.80631 -3.29276 -3.46654 -0.020
C 0.33907 -2.04502 -3.87212 0.027
C 0.41275 -1.00321 -2.96561 -0.161
N 0.90068 -1.21595 -1.75170 0.032
C 0.12888 0.46316 -3.26385 -0.491
O -0.34682 0.77956 -4.34154 0.076
N 0.52927 1.28059 -2.25205 -0.035
C 0.62881 2.66705 -2.56659 -0.159
C 1.64404 3.09046 -3.44126 -0.130
C 1.76626 4.44574 -3.72219 -0.036
C 0.91920 5.37807 -3.15169 -0.072
C -0.06322 4.95160 -2.27688 -0.040
C -0.22527 3.60417 -1.97033 -0.141
C -1.30814 3.24349 -0.97094 -0.348
C -2.28420 2.16497 -1.44222 -0.061
C -0.73146 2.94460 0.41554 -0.037
C 2.62517 2.12557 -4.08002 -0.372
C 4.06053 2.44181 -3.65587 -0.057
C 2.48391 2.11915 -5.60278 -0.055
H 0.04165 -3.12174 3.76548 0.062
H 1.63065 -2.85352 4.49161 0.088
H 1.51770 -3.35282 2.80291 0.074
H 0.44403 -1.21002 2.21624 0.068
H 0.68860 -0.54052 5.18908 0.075
H -0.78483 -0.79115 4.27102 0.060
H 0.24540 0.61874 3.93567 0.080
H 2.80673 -0.39055 4.96763 0.107
H 5.13781 0.29287 4.60882 0.102
H 6.08321 0.30889 2.33915 0.108
H 4.06141 -0.34217 -0.71810 0.114
H 6.66016 0.87148 0.32779 0.071
H 5.20883 1.79920 -0.05663 0.081
H 6.05132 0.89488 -1.32048 0.073
H 6.54893 -1.67154 0.43369 0.084
H 6.03808 -1.69742 -1.25803 0.079
H 5.06933 -2.52208 -0.02107 0.072
H 1.78746 -4.40958 -1.87877 0.124
H 0.76561 -4.12725 -4.15391 0.113
H -0.04988 -1.86185 -4.86337 0.124
H 2.54158 4.77751 -4.40194 0.111
H 1.02498 6.42899 -3.38513 0.102
H -0.72987 5.67505 -1.82221 0.110
H -1.89635 4.15681 -0.83847 0.130
H -1.85485 1.16932 -1.33557 0.011
H -2.53553 2.29936 -2.49475 0.098
H -3.20420 2.20453 -0.85602 0.073
H -0.07899 2.05271 0.42443 0.024
H -1.52423 2.74241 1.13798 0.067
H -0.12068 3.77224 0.77656 0.095
H 2.40488 1.12031 -3.72045 0.115
H 4.36031 3.43905 -3.98281 0.076
H 4.75427 1.72451 -4.09742 0.080
H 4.16920 2.39868 -2.57038 0.069
H 2.77874 3.08174 -6.02529 0.076
H 1.45329 1.91591 -5.89054 0.075
H 3.12654 1.35331 -6.04143 0.079
F -3.39852 -5.27037 5.21602 0.064
C -3.18607 -4.30126 4.30667 -0.281
C -3.67710 -3.03563 4.55533 0.000
C -3.45897 -2.04242 3.61016 -0.113
C -2.75436 -2.31186 2.44124 -0.408
C -2.26881 -3.60133 2.23168 -0.139
C -2.48531 -4.60973 3.15792 -0.009
Sb -2.36725 -0.84740 0.93056 1.525
C -3.84654 -1.53981 -0.44726 -0.396
C -4.92228 -2.32022 -0.02916 -0.110
C -5.89133 -2.73685 -0.92855 -0.002
C -5.76684 -2.35999 -2.25169 -0.281
F -6.70502 -2.76026 -3.12923 0.064
C -4.71466 -1.59290 -2.70721 -0.001
C -3.75310 -1.18854 -1.79212 -0.124
C -3.53835 0.70672 1.81916 -0.405
C -4.76113 1.11544 1.29760 -0.111
C -5.47334 2.15517 1.88115 0.001
C -4.94399 2.77228 2.99584 -0.280
F -5.63022 3.77781 3.56984 0.063
C -3.73412 2.39565 3.54530 -0.002
C -3.03394 1.36160 2.94199 -0.153
H -4.22240 -2.84145 5.46878 0.121
H -3.85524 -1.05215 3.79377 0.092
H -1.70686 -3.83606 1.33371 0.104
H -2.11405 -5.61378 3.00619 0.123
H -5.01177 -2.61177 1.01031 0.100
H -6.73166 -3.34359 -0.62077 0.121
H -4.65373 -1.32595 -3.75333 0.123
H -2.92199 -0.59104 -2.14921 0.080
H -5.17492 0.62102 0.42683 0.098
H -6.42474 2.48444 1.48704 0.122
H -3.35744 2.90757 4.42027 0.122
H -2.07858 1.06609 3.36352 0.083
```

Computed properties:
- HOMO-LUMO gap (spin up / spin down) (eV) = 7.894 / 8.232
- HOMO (spin up / spin down) (Ha) = -0.2967 / -0.3146
- multiplicity = 4

=====

Max |F| readings, ordered: 4.1 3.9 4.2 6.8 6.8 0.7 11.6 0.3 eV Å⁻¹